1.
The following is a quantum chemistry calculation of a structure of composition C50H47N7SiTeY, from the Open Molecules 2025 dataset.

Positions of all 107 atoms, in Å:
1 Y -0.0004 0.1760 -0.0897
2 C 0.9692 -1.9676 3.3860
3 C 2.3273 -1.2838 3.2029
4 C 2.4789 -0.4067 1.9543
5 N 1.3882 0.5396 1.7456
6 C 1.2929 1.6191 2.4879
7 C 2.2863 2.0096 3.4207
8 C 2.2993 2.9714 4.4125
9 C 1.2914 3.8166 4.8533
10 C 0.0316 3.9157 4.2844
11 C -0.4801 3.3406 3.1362
12 C 0.0956 2.4634 2.1780
13 N -0.4345 2.2485 0.9932
14 C -1.5637 3.0679 0.5713
15 C -2.9322 2.4565 0.8908
16 C -3.2495 1.2610 -0.0074
17 N -2.3882 0.1170 0.2423
18 C -2.8793 -0.9503 0.8236
19 C -4.1481 -0.9818 1.4775
20 C -5.0011 -2.0296 1.7500
21 C -4.8593 -3.3820 1.4646
22 C -3.6975 -3.9740 0.9994
23 C -2.4319 -3.4372 0.8254
24 C -1.9504 -2.1136 0.9092
25 N -0.6730 -1.7818 0.9072
26 C 0.3639 -2.7977 1.0102
27 C 0.6680 -3.1547 2.4679
28 H 0.1734 -1.2259 3.2819
29 H 0.9204 -2.3251 4.4184
30 H 3.1184 -2.0415 3.1722
31 H 2.5178 -0.6706 4.0882
32 H 2.5279 -1.0402 1.0683
33 H 3.4500 0.1015 1.9771
34 H 3.2019 1.4367 3.3531
35 H 3.2350 3.0359 4.9599
36 H 1.4999 4.4322 5.7191
37 H -0.6618 4.5743 4.7992
38 H -1.4993 3.6304 2.9214
39 H -1.5064 3.1704 -0.5151
40 H -1.4890 4.0800 0.9796
41 H -3.6958 3.2238 0.7282
42 H -2.9831 2.1543 1.9414
43 H -3.0879 1.5781 -1.0453
44 H -4.3073 0.9994 0.0665
45 H -4.5220 -0.0069 1.7659
46 H -5.9392 -1.7403 2.2151
47 H -5.7149 -4.0228 1.6374
48 H -3.7568 -5.0361 0.7850
49 H -1.6867 -4.1712 0.5510
50 H 1.2651 -2.4138 0.5188
51 H 0.1268 -3.7047 0.4487
52 H 1.5024 -3.8647 2.4891
53 H -0.2048 -3.6806 2.8666
54 Te -0.6981 1.7462 -3.2036
55 C -1.8770 3.5118 -3.3158
56 C -1.4999 4.6865 -2.6753
57 C -2.2936 5.8207 -2.7702
58 C -3.4792 5.7859 -3.4937
59 C -3.8605 4.6141 -4.1327
60 C -3.0574 3.4831 -4.0504
61 C 1.0920 2.7495 -3.7034
62 C 1.5534 2.7168 -5.0143
63 C 2.7256 3.3792 -5.3504
64 C 3.4365 4.0751 -4.3809
65 C 2.9818 4.1008 -3.0711
66 C 1.8141 3.4313 -2.7299
67 H -0.5760 4.7283 -2.1098
68 H -1.9853 6.7316 -2.2722
69 H -4.1005 6.6698 -3.5614
70 H -4.7787 4.5788 -4.7054
71 H -3.3508 2.5756 -4.5642
72 H 1.0045 2.1665 -5.7677
73 H 3.0879 3.3431 -6.3702
74 H 4.3594 4.5779 -4.6415
75 H 3.5555 4.6043 -2.3040
76 H 1.4879 3.4138 -1.6958
77 N -0.6852 -1.3465 -1.9178
78 C -0.9525 -2.2861 -2.5425
79 C -1.2810 -3.4304 -3.2665
80 C -1.5236 -4.6367 -2.5632
81 N -1.7269 -5.6119 -1.9774
82 C -1.3398 -3.3827 -4.6816
83 N -1.3857 -3.3405 -5.8351
84 C 6.0885 2.7521 -1.5488
85 C 5.1178 2.7120 -0.5579
86 C 4.0395 1.8410 -0.6797
87 C 3.9031 0.9866 -1.7788
88 C 4.9031 1.0377 -2.7554
89 C 5.9779 1.9104 -2.6505
90 Si 2.3938 -0.1873 -1.8953
91 C 3.1694 -1.9288 -1.9265
92 C 4.0594 -2.3434 -0.9283
93 C 4.5673 -3.6357 -0.8935
94 C 4.1853 -4.5589 -1.8588
95 C 3.3036 -4.1722 -2.8591
96 C 2.8103 -2.8735 -2.8930
97 H 6.9293 3.4304 -1.4637
98 H 5.1953 3.3605 0.3076
99 H 3.2754 1.8308 0.0937
100 H 4.8321 0.3836 -3.6187
101 H 6.7333 1.9341 -3.4278
102 H 1.9751 -0.0711 -3.3433
103 H 4.3820 -1.6340 -0.1706
104 H 5.2597 -3.9239 -0.1105
105 H 4.5705 -5.5708 -1.8306
106 H 2.9948 -4.8838 -3.6156
107 H 2.1189 -2.5911 -3.6802

For the lowest unoccupied orbital energy, the calculation gives 2.08 eV. Its net charge is -1. The molar mass is 990.6 g/mol. As for the max |F|: 0.5 eV/A. The value obtained for the gap between HOMO and LUMO is 6.6647 eV. The calculation puts the electronic energy at -79260.26770 eV.

2.
The following is a quantum chemistry calculation of a structure of composition C50H51F6N5O3S2SbY, from the Open Molecules 2025 dataset.

Positions of all 119 atoms, in Å:
1 Y -0.7923 -0.1444 0.4902
2 F -1.5762 3.4730 -3.4505
3 C -2.8349 3.0371 -3.5516
4 F -3.0857 2.8632 -4.8628
5 F -3.6412 4.0244 -3.1197
6 C -3.1165 1.7535 -2.8051
7 C -4.2181 1.0251 -3.2211
8 C -4.5434 -0.1689 -2.5909
9 C -3.7268 -0.5991 -1.5705
10 N -2.6679 0.0918 -1.1432
11 C -2.3557 1.2815 -1.7187
12 S -1.0581 2.1180 -0.9430
13 H -4.8228 1.3877 -4.0423
14 H -5.3994 -0.7516 -2.8964
15 H -3.9253 -1.5353 -1.0593
16 O -4.2098 -6.3520 2.6932
17 C -4.4837 -5.1580 3.3841
18 C -3.7034 -4.0375 2.7628
19 C -3.6666 -2.7674 3.3215
20 C -2.9139 -1.7946 2.6995
21 N -2.2430 -1.9737 1.5560
22 C -2.3078 -3.1925 0.9857
23 C -2.9980 -4.2386 1.5841
24 C -1.6460 -3.3751 -0.3314
25 C -1.7995 -4.5534 -1.0520
26 C -1.2029 -4.6965 -2.2973
27 C -1.3648 -5.9677 -3.0776
28 O -2.2391 -6.8271 -2.3872
29 C -0.4725 -3.6236 -2.7905
30 C -0.3750 -2.4853 -2.0196
31 N -0.9309 -2.3452 -0.8137
32 H -4.7113 -7.0727 3.0847
33 H -4.2131 -5.2309 4.4436
34 H -5.5488 -4.8997 3.3319
35 H -4.2043 -2.5255 4.2288
36 H -2.8499 -0.8138 3.1425
37 H -3.0076 -5.2297 1.1623
38 H -2.3850 -5.3787 -0.6832
39 H -0.3757 -6.4245 -3.2066
40 H -1.7458 -5.7238 -4.0761
41 H -2.3505 -7.6433 -2.8826
42 H 0.0052 -3.6639 -3.7607
43 H 0.1665 -1.6267 -2.3904
44 C 2.9100 3.2334 4.1239
45 C 1.6653 2.3774 3.9321
46 S 1.2281 2.2677 2.1703
47 O 0.1849 1.1476 2.1388
48 C 0.3347 3.8406 1.9190
49 C -0.4046 4.4403 3.0999
50 H 3.0723 3.4052 5.1866
51 H 2.8176 4.2042 3.6343
52 H 3.7922 2.7319 3.7261
53 H 0.8020 2.7584 4.4725
54 H 1.8376 1.3463 4.2423
55 H -0.3393 3.6139 1.0910
56 H 1.1060 4.5165 1.5423
57 H -1.0836 3.7236 3.5589
58 H -1.0093 5.2765 2.7482
59 H 0.2755 4.8286 3.8566
60 F -4.5816 4.6946 5.0125
61 C -5.2870 3.9450 4.1516
62 F -5.9663 4.7617 3.3431
63 F -6.1714 3.2306 4.8616
64 C -4.3668 3.0322 3.3750
65 C -3.3658 2.3341 4.0341
66 C -2.5381 1.5196 3.2852
67 N -2.6578 1.3504 1.9640
68 C -3.6268 2.0305 1.3501
69 C -4.4965 2.8889 2.0054
70 H -3.2241 2.4291 5.1021
71 H -1.7301 0.9841 3.7701
72 H -3.7198 1.8957 0.2823
73 H -5.2565 3.4252 1.4563
74 N 1.1745 -2.5660 2.2930
75 C 0.9783 -1.7107 1.5334
76 H 1.6228 -3.3135 2.7930
77 C 1.8412 -1.1784 -4.4271
78 C 3.2091 -0.7555 -3.9580
79 C 4.3016 -1.0340 -4.7834
80 C 5.5872 -0.6683 -4.4304
81 C 5.8072 0.0002 -3.2329
82 C 4.7362 0.2765 -2.4037
83 C 3.4421 -0.1047 -2.7541
84 Sb 2.0031 0.3392 -1.1865
85 C 2.6373 2.4232 -1.1768
86 C 3.4333 3.0491 -0.2234
87 C 3.7264 4.4023 -0.3127
88 C 3.2217 5.1482 -1.3664
89 C 2.4502 4.5213 -2.3302
90 C 2.1564 3.1599 -2.2663
91 C 1.3899 2.5357 -3.4009
92 C 3.1830 -1.1749 -0.0996
93 C 2.9521 -2.4142 -0.7015
94 C 3.6032 -3.5585 -0.2811
95 C 4.5375 -3.4716 0.7417
96 C 4.8073 -2.2390 1.3174
97 C 4.1434 -1.0841 0.9130
98 C 4.4568 0.2153 1.5939
99 H 1.7148 -0.9447 -5.4838
100 H 1.0524 -0.6653 -3.8746
101 H 1.7210 -2.2595 -4.3155
102 H 4.1252 -1.5459 -5.7224
103 H 6.4149 -0.8948 -5.0890
104 H 6.8058 0.3044 -2.9490
105 H 4.9108 0.8060 -1.4731
106 H 3.8547 2.4970 0.6004
107 H 4.3547 4.8706 0.4357
108 H 3.4333 6.2065 -1.4401
109 H 2.0768 5.0926 -3.1713
110 H 0.9124 3.3067 -4.0015
111 H 0.6000 1.8683 -3.0462
112 H 2.0679 1.9707 -4.0457
113 H 2.2511 -2.4898 -1.5269
114 H 3.3979 -4.5090 -0.7567
115 H 5.0762 -4.3526 1.0658
116 H 5.5648 -2.1656 2.0893
117 H 5.1229 0.0642 2.4424
118 H 3.5346 0.6742 1.9490
119 H 4.9467 0.8999 0.9001

For the lowest unoccupied orbital energy, the calculation gives -5.21 eV. The value obtained for the energy relative to the best compared isomer or geometry (same formula, charge and spin) is 0.471 eV. Its net charge is +2. The molar mass is 1158.8 g/mol. As for the max |F|: 1.4 eV/A. The value obtained for the gap between HOMO and LUMO is 7.2415 eV. The calculation puts the electronic energy at -111818.42310 eV.

3.
The following is a quantum chemistry calculation of a structure of composition C50H51N6O2P2PdS5, from the Open Molecules 2025 dataset.

Positions of all 117 atoms, in Å:
1 Pd 0.3585 0.5807 0.2764
2 C -0.3760 -7.8899 -1.5678
3 S 0.1271 -6.4146 -2.4544
4 C -0.5637 -5.1187 -1.4119
5 C -0.5917 -3.8126 -2.1965
6 C -1.0151 -2.6262 -1.3470
7 N -0.0499 -2.3394 -0.2218
8 P -0.6429 -1.4033 1.1183
9 C -0.0935 -2.2500 2.6073
10 C -0.2181 -1.6613 3.8624
11 C -0.0134 -2.4155 5.0045
12 C 0.2966 -3.7643 4.9078
13 C 0.3890 -4.3654 3.6628
14 C 0.1913 -3.6139 2.5173
15 C -2.4255 -1.6265 1.1989
16 C -2.8121 -2.9787 1.3033
17 C -4.1423 -3.3032 1.4599
18 C -5.1007 -2.2965 1.5416
19 C -4.7176 -0.9711 1.4709
20 C -3.3800 -0.6306 1.2986
21 P 1.3410 -1.4134 -0.6028
22 C 2.3590 -2.0614 -1.9709
23 C 3.0113 -1.2445 -2.8770
24 C 3.9412 -1.8039 -3.7448
25 C 4.1940 -3.1627 -3.7138
26 C 3.5212 -3.9802 -2.8143
27 C 2.5993 -3.4405 -1.9374
28 C 2.6192 -1.6759 0.6845
29 C 3.5552 -0.6601 0.8543
30 C 4.6868 -0.8738 1.6250
31 C 4.8952 -2.1008 2.2346
32 C 3.9832 -3.1297 2.0391
33 C 2.8680 -2.9267 1.2466
34 H -0.0802 -8.7431 -2.1741
35 H -1.4575 -7.9046 -1.4418
36 H 0.1182 -7.9553 -0.5993
37 H 0.0618 -5.0037 -0.5173
38 H -1.5658 -5.4060 -1.0837
39 H -1.2954 -3.8912 -3.0281
40 H 0.3829 -3.6308 -2.6468
41 H -1.9771 -2.8315 -0.8862
42 H -1.1426 -1.7382 -1.9661
43 H -0.5081 -0.6260 3.9572
44 H -0.1099 -1.9536 5.9769
45 H 0.4449 -4.3498 5.8041
46 H 0.6116 -5.4204 3.5832
47 H 0.2521 -4.0926 1.5500
48 H -2.0803 -3.7742 1.2680
49 H -4.4356 -4.3411 1.5324
50 H -6.1417 -2.5550 1.6738
51 H -5.4556 -0.1856 1.5491
52 H -3.1044 0.4102 1.2640
53 H 2.8212 -0.1894 -2.9129
54 H 4.4617 -1.1712 -4.4494
55 H 4.9140 -3.5952 -4.3945
56 H 3.7093 -5.0445 -2.7963
57 H 2.0785 -4.0886 -1.2458
58 H 3.4393 0.3035 0.3684
59 H 5.4080 -0.0769 1.7401
60 H 5.7760 -2.2679 2.8380
61 H 4.1545 -4.0993 2.4843
62 H 2.2033 -3.7574 1.0615
63 C -4.0956 6.2371 -4.2538
64 C -3.5816 5.2634 -3.2421
65 C -2.4686 4.4664 -3.5263
66 C -1.9710 3.5794 -2.5957
67 C -2.5932 3.4820 -1.3546
68 C -3.7085 4.2552 -1.0472
69 C -4.1948 5.1372 -1.9961
70 S -1.9635 2.3824 -0.1711
71 O -2.8452 2.3832 0.9646
72 O -1.6758 1.0923 -0.8222
73 N -0.4340 2.8210 0.2093
74 C -0.1994 3.9104 1.0542
75 C -1.1662 4.8066 1.4870
76 C -0.7680 5.9106 2.2295
77 C 0.5700 6.0693 2.5596
78 C 1.4555 5.1091 2.1173
79 N 1.0949 4.0582 1.3796
80 H -4.0148 5.8380 -5.2634
81 H -3.5065 7.1558 -4.2174
82 H -5.1335 6.4996 -4.0637
83 H -1.9961 4.5434 -4.4969
84 H -1.1177 2.9578 -2.8314
85 H -4.2023 4.1419 -0.0933
86 H -5.0705 5.7316 -1.7726
87 H -2.2083 4.6707 1.2440
88 H -1.5045 6.6372 2.5456
89 H 0.9237 6.9148 3.1306
90 H 2.5091 5.1958 2.3580
91 S 1.3846 0.9091 2.2610
92 C 0.4835 1.8721 3.3640
93 N 1.1451 2.4355 4.3547
94 C 0.3904 3.3245 5.2368
95 C -1.0662 2.8972 5.0931
96 S -1.2027 2.1513 3.4312
97 H 2.1530 2.3662 4.4054
98 H 0.5467 4.3569 4.9127
99 H 0.7430 3.2170 6.2606
100 H -1.7465 3.7430 5.1521
101 H -1.3550 2.1509 5.8315
102 N 2.9618 2.7546 -0.2314
103 C 2.4467 2.3000 -1.3769
104 N 1.3930 1.5002 -1.4382
105 C 1.0329 1.2465 -2.7704
106 C -0.0496 0.4975 -3.2153
107 C -0.2172 0.3027 -4.5768
108 C 0.6718 0.8537 -5.4998
109 C 1.7382 1.6251 -5.0738
110 C 1.9015 1.8191 -3.7108
111 S 3.1441 2.7368 -2.9017
112 H 2.2619 3.0215 0.4974
113 H 3.7342 3.3993 -0.3143
114 H -0.7842 0.1368 -2.5134
115 H -1.0652 -0.2681 -4.9284
116 H 0.5188 0.6925 -6.5574
117 H 2.4238 2.0624 -5.7857

For the lowest unoccupied orbital energy (alpha / beta), the calculation gives -10.46 / -10.48 eV. The value obtained for the energy relative to the best compared isomer or geometry (same formula, charge and spin) is 3.139 eV. Its net charge is +3. The molar mass is 1096.7 g/mol. As for the max |F|: 2.5 eV/A. The value obtained for the gap between HOMO and LUMO (alpha / beta) is 3.7380 / 3.7126 eV. The calculation puts the electronic energy at -141923.65975 eV.

4.
The following is a quantum chemistry calculation of a structure of composition C50H52ClN4O4STi, from the Open Molecules 2025 dataset.

Positions of all 113 atoms, in Å:
1 Ti -0.8840 -0.1288 0.4250
2 C 1.9998 -4.3237 -3.6922
3 C 2.6962 -3.4792 -2.6201
4 C 1.7738 -3.0808 -1.5127
5 C 1.6328 -3.6398 -0.2874
6 C 2.3726 -4.7973 0.3018
7 C 1.6280 -6.1252 0.1385
8 C 0.5624 -2.9201 0.3642
9 C 0.0679 -3.2471 1.6021
10 C -1.0867 -2.7187 2.1493
11 C -1.7477 -3.2559 3.3095
12 C -1.1823 -4.3084 4.2083
13 C -0.0998 -3.7504 5.1366
14 C -2.9256 -2.5820 3.4249
15 C -2.9478 -1.6228 2.3534
16 C -3.9502 -0.6952 2.1653
17 C -3.9532 0.2963 1.2078
18 N -2.9790 0.4710 0.2666
19 C -3.3655 1.5627 -0.4494
20 C -2.7600 1.9940 -1.6161
21 C -1.7376 1.3336 -2.2550
22 N -1.0830 0.2349 -1.7617
23 C -0.2186 -0.1312 -2.7492
24 C 0.6726 -1.1761 -2.6722
25 C 0.8032 -2.0086 -1.5838
26 N 0.0735 -1.9247 -0.4370
27 C -0.3099 0.7608 -3.8848
28 C -1.2491 1.6857 -3.5700
29 C -1.6682 2.8967 -4.3414
30 C -0.9675 4.1612 -3.8322
31 C 0.4969 0.6371 -5.1383
32 C -0.0213 -0.4629 -6.0700
33 C -4.5697 2.1412 0.0956
34 C -4.9574 1.3239 1.1103
35 C -6.1000 1.4894 2.0607
36 C -5.6618 2.2016 3.3450
37 C -5.2005 3.4120 -0.3795
38 C -4.3884 4.6504 0.0142
39 N -1.8096 -1.7055 1.5983
40 C -3.9728 -2.7124 4.4827
41 C -3.7936 -1.6903 5.6083
42 H 2.6851 -4.5826 -4.5015
43 H 1.1532 -3.7828 -4.1177
44 H 1.6147 -5.2483 -3.2594
45 H 3.1260 -2.5873 -3.0828
46 H 3.5345 -4.0422 -2.2035
47 H 2.5566 -4.6081 1.3621
48 H 3.3558 -4.8709 -0.1686
49 H 0.6436 -6.0735 0.6065
50 H 2.1822 -6.9493 0.5911
51 H 1.4779 -6.3525 -0.9183
52 H 0.5592 -4.0440 2.1447
53 H -0.7653 -5.1243 3.6107
54 H -1.9868 -4.7446 4.8054
55 H 0.7076 -3.2925 4.5636
56 H 0.3218 -4.5367 5.7659
57 H -0.5144 -2.9765 5.7839
58 H -4.7835 -0.7201 2.8556
59 H -3.1824 2.8615 -2.1067
60 H 1.3323 -1.3431 -3.5129
61 H -2.7520 3.0253 -4.2755
62 H -1.4430 2.7524 -5.4008
63 H -1.1799 4.3259 -2.7743
64 H -1.2859 5.0435 -4.3906
65 H 0.1149 4.0615 -3.9281
66 H 1.5416 0.4405 -4.8827
67 H 0.4879 1.5930 -5.6668
68 H -0.0235 -1.4294 -5.5644
69 H 0.5959 -0.5453 -6.9668
70 H -1.0469 -0.2502 -6.3763
71 H -6.5234 0.5125 2.3074
72 H -6.9013 2.0578 1.5820
73 H -4.8199 1.6823 3.8056
74 H -6.4799 2.2599 4.0659
75 H -5.3279 3.2154 3.1189
76 H -6.2054 3.4938 0.0414
77 H -5.3240 3.3837 -1.4663
78 H -4.2560 4.6881 1.0966
79 H -4.8891 5.5664 -0.3060
80 H -3.3939 4.6299 -0.4336
81 H -3.9449 -3.7224 4.8994
82 H -4.9638 -2.5931 4.0360
83 H -2.8357 -1.8375 6.1086
84 H -4.5900 -1.7813 6.3497
85 H -3.7964 -0.6731 5.2134
86 O 2.6531 -0.2484 2.5017
87 C 1.6202 0.2949 2.1594
88 O 0.7631 -0.3025 1.3644
89 C 1.2965 1.6842 2.6133
90 C 2.3578 2.5707 2.7587
91 C 2.1470 3.8627 3.2120
92 C 0.8579 4.2560 3.5498
93 C -0.2030 3.3788 3.4068
94 C -0.0136 2.0807 2.9205
95 S -1.3895 1.0143 2.7324
96 H 3.3524 2.2227 2.5113
97 H 2.9756 4.5534 3.3059
98 H 0.6776 5.2625 3.9105
99 H -1.2130 3.6889 3.6473
100 Cl 0.9440 8.2325 -0.7993
101 C 0.8579 6.4898 -0.6720
102 C -0.2199 5.9108 -0.0243
103 C -0.2830 4.5285 0.0672
104 C 0.7189 3.7398 -0.4857
105 C 1.7954 4.3417 -1.1235
106 C 1.8716 5.7220 -1.2209
107 C 0.6301 2.2366 -0.4314
108 O 1.4909 1.5356 -0.9438
109 O -0.4308 1.8197 0.1781
110 H -0.9946 6.5324 0.4044
111 H -1.1069 4.0422 0.5732
112 H 2.5640 3.7058 -1.5426
113 H 2.7048 6.2028 -1.7156

For the lowest unoccupied orbital energy, the calculation gives 1.62 eV. The value obtained for the energy relative to the best compared isomer or geometry (same formula, charge and spin) is 0.013 eV. Its net charge is -1. The molar mass is 888.4 g/mol. As for the max |F|: 0.4 eV/A. The value obtained for the gap between HOMO and LUMO is 5.7118 eV. The calculation puts the electronic energy at -113327.39193 eV.